# C23H19N6O3PtS3

C23H19N6O3PtS3 as an isolated structure at a distorted geometry (the ωB97M-V functional and the def2-TZVPD basis, OMol25).

## Properties
DFT total energy (eV): -74990.0781
Largest force on an atom (eV/Å): 2.1
Highest occupied orbital energy (hartree): -0.411
ΔE to the lowest compared entry with this formula, charge and spin (kcal per mole): 45.9
Molecular weight (g/mol): 718.72
Net charge: +1

Last column: Mulliken charge in e.
Atoms and positions in Å:
Pt (0.24, -0.54, -0.34)  2.294
C (5.45, -0.63, -0.25)  -0.840
N (4.55, -0.80, 0.89)  0.143
C (4.94, -0.80, 2.22)  -0.613
C (3.84, -0.96, 2.96)  -0.337
N (2.76, -1.07, 2.07)  0.367
C (3.22, -0.96, 0.79)  0.181
S (2.43, -1.03, -0.72)  -0.545
C (1.41, -1.29, 2.55)  0.990
C (1.13, -1.04, 3.88)  -0.725
C (-0.13, -1.32, 4.35)  -0.623
C (-1.08, -1.86, 3.49)  -0.699
C (-0.71, -2.05, 2.18)  -0.363
N (0.51, -1.74, 1.70)  -0.469
H (6.46, -0.52, 0.14)  0.311
H (5.17, 0.26, -0.81)  0.336
H (5.41, -1.50, -0.90)  0.355
H (5.98, -0.70, 2.51)  0.443
H (3.73, -1.06, 4.02)  0.404
H (1.88, -0.62, 4.54)  0.307
H (-0.38, -1.13, 5.39)  0.446
H (-2.08, -2.11, 3.82)  0.441
H (-1.41, -2.46, 1.45)  0.540
O (-1.55, -2.51, -1.21)  -0.620
C (-2.22, -1.50, -1.29)  0.356
N (-1.63, -0.23, -1.44)  -0.582
S (-2.68, 0.86, -0.74)  1.225
O (-2.74, 2.09, -1.48)  -0.647
O (-2.39, 0.95, 0.68)  -0.696
C (-4.10, -0.14, -0.90)  0.142
C (-5.42, 0.22, -0.71)  -0.709
C (-6.35, -0.82, -0.78)  -0.483
C (-5.96, -2.14, -1.00)  -0.552
C (-4.62, -2.46, -1.18)  -0.572
C (-3.70, -1.43, -1.14)  0.382
H (-5.73, 1.24, -0.53)  0.461
H (-7.40, -0.59, -0.65)  0.403
H (-6.72, -2.91, -1.05)  0.401
H (-4.30, -3.48, -1.37)  0.523
N (0.45, 1.97, 1.56)  -0.339
C (0.67, 2.24, 0.24)  0.248
N (0.69, 1.31, -0.69)  -0.290
C (0.87, 1.85, -1.98)  0.007
C (0.89, 1.14, -3.17)  -0.445
C (1.12, 1.84, -4.34)  -0.958
C (1.32, 3.22, -4.32)  -0.541
C (1.31, 3.93, -3.14)  -0.555
C (1.07, 3.22, -1.96)  0.757
S (0.96, 3.83, -0.34)  -0.265
H (-0.33, 1.32, 1.68)  0.065
H (0.36, 2.78, 2.15)  0.310
H (0.71, 0.07, -3.17)  0.375
H (1.13, 1.31, -5.28)  0.415
H (1.49, 3.75, -5.25)  0.417
H (1.46, 5.00, -3.13)  0.421

---

# C23H19N7O4Pt

C23H19N7O4Pt as an isolated structure at a distorted geometry (the ωB97M-V functional and the def2-TZVPD basis, OMol25).

## Properties
DFT total energy (eV): -46011.5945
Largest force on an atom (eV/Å): 4.5
Highest occupied orbital energy (alpha / beta) (hartree): -0.529 / -0.529
ΔE to the lowest compared entry with this formula, charge and spin (kcal per mole): 58.6
Molecular weight (g/mol): 652.53
Net charge: +2

Last column: Mulliken charge in e.
Atoms and positions in Å:
Pt (0.72, -0.27, -0.08)  1.788
O (2.06, 5.30, 1.12)  -0.469
C (1.74, 4.55, 2.15)  0.455
O (1.28, 4.96, 3.17)  -0.520
C (1.95, 3.06, 2.02)  0.294
C (2.20, 2.20, 3.08)  -0.378
N (2.21, 0.96, 2.59)  -0.146
N (1.99, 0.95, 1.27)  -0.406
C (1.83, 2.23, 0.90)  -0.013
C (1.55, 2.57, -0.54)  0.766
O (1.98, 3.61, -0.99)  -0.771
O (0.83, 1.68, -1.13)  -0.717
H (2.29, 4.82, 0.30)  0.440
H (2.37, 2.43, 4.12)  0.556
H (2.46, 0.11, 3.09)  0.228
N (3.15, -0.88, -3.40)  -0.077
C (4.25, -0.88, -2.57)  -0.651
C (3.77, -0.81, -1.30)  -0.435
N (2.40, -0.79, -1.36)  -0.060
C (2.05, -0.82, -2.63)  0.421
C (0.66, -0.83, -2.95)  0.326
N (-0.22, -0.84, -1.96)  0.101
C (-1.47, -0.87, -2.52)  -0.210
C (-1.33, -0.89, -3.87)  -0.874
N (0.02, -0.86, -4.12)  -0.082
H (3.19, -0.90, -4.40)  0.187
H (5.25, -0.94, -2.94)  0.423
H (4.32, -0.79, -0.37)  0.490
H (-2.36, -0.89, -1.92)  0.355
H (-2.06, -0.92, -4.65)  0.423
H (0.43, -0.87, -5.05)  0.192
N (-0.96, 0.98, 1.05)  -0.481
C (-2.26, 0.56, 0.67)  0.479
C (-3.11, 1.47, 0.05)  -0.531
C (-4.43, 1.14, -0.19)  -0.953
C (-4.89, -0.11, 0.19)  -0.753
C (-4.02, -1.04, 0.74)  -1.039
C (-2.67, -0.74, 0.95)  1.224
C (-1.70, -1.77, 1.35)  1.510
C (-2.12, -2.87, 2.11)  -0.822
C (-1.26, -3.91, 2.42)  -0.822
C (0.04, -3.91, 1.94)  -0.876
C (0.47, -2.83, 1.17)  -0.762
C (-0.38, -1.75, 0.92)  -0.009
H (-0.82, 1.97, 0.87)  0.167
H (-0.71, 0.71, 2.00)  0.414
H (-2.74, 2.46, -0.19)  0.477
H (-5.10, 1.86, -0.63)  0.457
H (-5.93, -0.37, 0.06)  0.453
H (-4.39, -2.03, 0.99)  0.419
H (-3.13, -2.89, 2.50)  0.498
H (-1.61, -4.73, 3.03)  0.420
H (0.71, -4.72, 2.17)  0.461
H (1.47, -2.86, 0.77)  0.434